# 1
{"formula": "C29H31BF2I2N3O6STi", "method": "the ωB97M-V functional and the def2-TZVPD basis", "max_force_ha_per_bohr": 0.089, "molar_mass_da": 900.132, "charge": -1, "lumo_ev": [1.50, 1.50], "energy_ev": -103599.95633, "relative_energy_kcal_mol": 122.56, "homo_lumo_gap_ha": [0.1355, 0.1357], "multiplicity": 1, "e_homo_ha": [-0.080, -0.080], "symbols": ["Ti", "C", "C", "C", "C", "C", "C", "C", "C", "C", "C", "H", "H", "H", "H", "H", "H", "H", "H", "H", "H", "H", "H", "H", "H", "O", "C", "N", "S", "O", "O", "C", "C", "C", "C", "C", "C", "H", "H", "H", "H", "F", "B", "F", "I", "I", "O", "C", "O", "H", "C", "N", "N", "C", "O", "C", "C", "C", "C", "C", "C", "C", "C", "C", "H", "H", "H", "H", "H", "H", "H", "H", "H", "H", "H", "H"], "coordinates": [[1.06336, 0.40995, 0.60893], [-3.32780, -1.96614, 0.39363], [-2.26018, -3.06251, 0.38545], [-1.93664, -3.43160, 1.83540], [-1.03466, -2.68737, -0.43076], [0.22249, -3.20600, -0.12222], [1.29699, -3.04468, -0.98083], [1.17418, -2.32308, -2.16459], [2.31714, -2.24985, -3.13048], [-0.05623, -1.73713, -2.43822], [-1.14222, -1.93222, -1.59753], [-4.14632, -2.25097, 1.05322], [-3.74187, -1.78878, -0.59671], [-2.89373, -1.04179, 0.76220], [-2.68776, -3.95493, -0.10235], [-1.40988, -2.62335, 2.33693], [-1.32815, -4.32944, 1.90319], [-2.86266, -3.62644, 2.37355], [0.36854, -3.78287, 0.77942], [2.24669, -3.50370, -0.73905], [2.39795, -3.19201, -3.67624], [3.25180, -2.08679, -2.59917], [2.18290, -1.44452, -3.84787], [-0.18282, -1.15176, -3.34192], [-2.09607, -1.51441, -1.88983], [3.32927, -1.37836, 0.15752], [2.98134, -1.39096, 1.34383], [1.61897, -1.23408, 1.65837], [1.46240, -1.12629, 3.23391], [1.07957, 0.35228, 3.54022], [0.53889, -2.03173, 3.84288], [3.11238, -1.36702, 3.71473], [3.72911, -1.41524, 4.94492], [5.09115, -1.64870, 4.98614], [5.81624, -1.82472, 3.78835], [5.21089, -1.74916, 2.55977], [3.82701, -1.51165, 2.49464], [3.14846, -1.27129, 5.84429], [5.60043, -1.70121, 5.93524], [6.87598, -2.02275, 3.85151], [5.77355, -1.88185, 1.64787], [-0.33882, 2.08671, 2.76182], [0.13998, 0.82329, 2.48767], [-0.91259, -0.11528, 2.41785], [2.79582, 0.82563, -1.40658], [3.92631, 1.42453, -4.14507], [1.17696, 2.50970, 0.40057], [2.25260, 2.42134, 1.02051], [2.67457, 1.32116, 1.44001], [2.85232, 3.33636, 1.19884], [-2.84162, 4.44250, -0.99862], [-3.00388, 3.00566, -0.83566], [-1.89204, 2.25845, -1.24660], [-1.52519, 1.36511, -0.23663], [-0.49595, 0.58513, -0.29478], [-2.49450, 1.52210, 0.77862], [-3.34836, 2.53035, 0.42873], [-4.48949, 3.10905, 1.18198], [-1.60495, 2.26225, -2.60988], [-0.32516, 1.96572, -3.06373], [-0.01691, 2.06785, -4.40320], [-0.98834, 2.46922, -5.30995], [-2.27420, 2.73697, -4.86741], [-2.59261, 2.63284, -3.52887], [-2.49091, 4.65238, -2.00629], [-2.12189, 4.85061, -0.28217], [-3.80653, 4.92004, -0.84915], [-2.54966, 0.97036, 1.69070], [-4.75254, 2.44745, 2.00178], [-5.35920, 3.23932, 0.53778], [-4.22803, 4.08158, 1.60370], [0.41358, 1.68137, -2.33400], [0.98693, 1.85788, -4.73492], [-0.73715, 2.57993, -6.35225], [-3.03912, 3.03213, -5.57234], [-3.60010, 2.82541, -3.19081]], "mulliken_charge": [-0.017, -1.719, 0.866, -1.650, 0.841, -0.507, -0.772, 0.588, -1.487, -0.488, -0.275, 0.579, 0.311, 0.348, 0.330, 0.280, 0.357, 0.487, 0.079, 0.361, 0.397, 0.271, 0.254, 0.380, 0.184, -0.531, 0.382, 0.337, 1.028, -0.522, -0.710, 0.306, -0.624, -0.610, -0.493, -0.681, -0.097, 0.480, 0.413, 0.413, 0.570, -0.334, 1.118, -0.256, -0.040, -0.799, -0.484, 0.013, -0.240, 0.218, -1.184, -0.234, 0.964, 0.173, 0.558, -0.928, -0.129, -1.791, 0.139, 0.001, -0.380, -0.589, -0.677, -0.211, 0.448, 0.300, 0.424, 0.555, 0.444, 0.379, 0.334, 0.109, 0.143, 0.429, 0.378, 0.489]}


# 2
{"formula": "C6H13N3", "method": "the ωB97M-V functional and the def2-TZVPD basis", "max_force_ha_per_bohr": 0.152, "molar_mass_da": 127.191, "lumo_ev": 0.65, "energy_ev": -10894.01829, "relative_energy_kcal_mol": 216.63, "homo_lumo_gap_ha": 0.3415, "multiplicity": 1, "e_homo_ha": -0.318, "symbols": ["C", "C", "C", "C", "C", "C", "H", "H", "H", "H", "H", "H", "H", "H", "H", "H", "H", "H", "H", "N", "N", "N"], "coordinates": [[3.01547, -0.19196, 0.22521], [-0.18410, 1.06248, -0.49352], [-1.04233, -0.04692, -0.01399], [-2.40911, -0.23930, -0.91332], [-1.69041, 0.02006, 1.46250], [0.99854, -1.21926, -0.19135], [2.62022, -0.57415, 1.30022], [3.81042, -1.09062, -0.07399], [3.31375, 1.05098, 0.07643], [1.85363, 1.62683, -0.28058], [-0.01581, 1.05820, -1.52827], [-0.78950, 1.84337, -0.24575], [-3.13554, 0.60564, -0.80771], [-2.13152, -0.33204, -1.85765], [-2.97776, -1.12212, -0.69464], [-1.72055, 1.45244, 1.41669], [-0.75537, -0.72380, 2.35315], [-2.89261, -0.64814, 1.32130], [1.59240, -2.08650, -0.54545], [1.67758, -0.18639, -0.50451], [1.15013, 1.11705, 0.09162], [-0.28755, -1.37583, -0.09641]], "nbo_charge": [-0.440, -0.291, 0.057, -0.590, -0.628, 0.224, 0.213, 0.230, 0.208, 0.350, 0.195, 0.207, 0.203, 0.198, 0.219, 0.205, 0.249, 0.248, 0.179, -0.324, -0.448, -0.465]}


# 3
{"formula": "C25H27IrN8O6S", "method": "the ωB97M-V functional and the def2-TZVPD basis", "max_force_ha_per_bohr": 0.015, "molar_mass_da": 759.825, "charge": 2, "lumo_ev": [-5.34, -8.89], "energy_ev": -64224.12838, "relative_energy_kcal_mol": 8.06, "homo_lumo_gap_ha": [0.2834, 0.1675], "multiplicity": 5, "e_homo_ha": [-0.480, -0.494], "symbols": ["Ir", "O", "C", "C", "C", "C", "N", "C", "C", "C", "C", "C", "C", "O", "C", "C", "N", "H", "H", "H", "H", "H", "H", "H", "H", "H", "H", "H", "H", "O", "O", "O", "C", "O", "C", "N", "C", "C", "C", "H", "H", "H", "H", "H", "H", "H", "H", "H", "C", "N", "C", "C", "N", "C", "S", "H", "H", "H", "H", "H", "H", "N", "C", "C", "C", "N", "C", "N"], "coordinates": [[-0.46336, -0.34661, 1.03456], [-4.22694, 1.97416, -4.23288], [-3.22961, 1.01381, -4.47164], [-2.44340, 0.81492, -3.20971], [-1.42250, -0.13254, -3.14812], [-0.77860, -0.35384, -1.95469], [-1.08887, 0.32329, -0.83413], [-2.02681, 1.28898, -0.89522], [-2.72006, 1.54622, -2.06505], [-2.29811, 2.01702, 0.36196], [-2.73704, 3.32680, 0.37072], [-2.92820, 3.96050, 1.59220], [-3.38080, 5.39083, 1.66023], [-3.33862, 5.93921, 0.36365], [-2.68177, 3.23531, 2.75068], [-2.23518, 1.93256, 2.65490], [-2.04369, 1.33006, 1.48056], [-4.78117, 2.06873, -5.01381], [-2.54104, 1.32755, -5.26570], [-3.65016, 0.04484, -4.76600], [-1.14229, -0.71108, -4.01869], [0.00816, -1.09246, -1.86565], [-3.50324, 2.28951, -2.08055], [-2.90612, 3.86900, -0.54787], [-2.73341, 5.93220, 2.35783], [-4.39691, 5.41008, 2.07269], [-3.58732, 6.86777, 0.39951], [-2.82177, 3.67751, 3.72835], [-2.02649, 1.35040, 3.54100], [0.37014, -1.19947, 2.67385], [-0.41792, -0.54557, 3.41146], [2.08933, 2.51476, 2.50236], [1.85886, 1.59849, 1.73201], [0.70013, 1.30726, 1.26631], [3.06040, 0.82336, 1.18456], [4.25948, 1.40571, 1.89499], [5.13680, 2.07126, 0.86755], [4.81174, 1.32353, -0.41423], [3.30387, 1.08362, -0.31019], [2.96826, -0.23887, 1.40831], [4.76925, 0.71234, 2.43543], [3.81456, 2.09880, 2.53426], [6.17601, 2.01681, 1.17954], [4.83453, 3.11562, 0.81505], [5.35029, 0.37462, -0.44691], [5.08686, 1.89938, -1.29464], [2.97784, 0.23853, -0.91083], [2.75048, 1.96736, -0.63190], [3.05789, -4.77250, -0.91574], [2.20038, -4.73653, 0.26152], [1.92763, -5.81597, 1.09042], [1.08295, -5.38861, 2.03803], [0.84415, -4.04849, 1.76320], [1.53632, -3.64715, 0.67817], [1.58251, -2.10966, -0.07950], [3.29539, -5.80915, -1.13388], [3.97426, -4.21555, -0.73021], [2.53328, -4.33211, -1.76071], [2.35558, -6.78845, 0.93064], [0.62559, -5.91126, 2.85692], [0.30581, -3.41989, 2.33433], [-1.59252, -1.92812, 0.65345], [-1.89918, -2.74481, -0.11019], [-2.22556, -3.74242, -1.01873], [-1.54098, -4.97762, -0.92716], [-0.92751, -5.94581, -0.81675], [-3.10995, -3.42956, -2.07477], [-3.80165, -3.09859, -2.93518]], "nbo_charge": [1.234, -0.714, -0.102, 0.072, -0.190, 0.018, -0.463, 0.213, -0.222, 0.165, -0.216, 0.067, -0.098, -0.717, -0.221, 0.085, -0.477, 0.498, 0.202, 0.205, 0.239, 0.236, 0.272, 0.262, 0.197, 0.201, 0.495, 0.243, 0.218, -0.181, -0.023, -0.616, 0.796, -0.751, -0.172, -0.527, -0.224, -0.419, -0.415, 0.256, 0.433, 0.477, 0.242, 0.231, 0.220, 0.255, 0.248, 0.230, -0.407, -0.328, -0.048, -0.056, -0.522, 0.272, -0.346, 0.236, 0.226, 0.232, 0.256, 0.255, 0.437, -0.324, 0.417, -0.216, 0.236, -0.166, 0.229, -0.149]}


# 4
{"formula": "C8H15F5MgN3", "method": "the ωB97M-V functional and the def2-TZVPD basis", "max_force_ha_per_bohr": 0.067, "molar_mass_da": 272.524, "charge": 1, "lumo_ev": -3.23, "energy_ev": -32037.02685, "relative_energy_kcal_mol": 0.00, "homo_lumo_gap_ha": 0.3370, "multiplicity": 1, "e_homo_ha": -0.456, "symbols": ["Mg", "C", "C", "N", "C", "C", "N", "C", "C", "N", "H", "H", "H", "H", "H", "H", "H", "H", "H", "H", "H", "H", "H", "H", "H", "F", "C", "F", "C", "F", "F", "F"], "coordinates": [[-0.67384, 0.85709, 0.47713], [1.51841, -1.16657, -0.01641], [0.21456, -1.99932, 0.18080], [-0.97386, -1.23052, -0.15248], [-1.23891, -1.09898, -1.65294], [-1.66634, 0.30390, -2.03129], [-0.73609, 1.28938, -1.62485], [0.64907, 1.12828, -2.08513], [1.68034, 1.15179, -0.91422], [1.30597, 0.32038, 0.24982], [1.88113, -1.34648, -1.06286], [2.29499, -1.47267, 0.69328], [0.12870, -2.20890, 1.23780], [0.46568, -2.89611, -0.46091], [-1.82926, -1.62393, 0.33857], [-2.07024, -1.78408, -1.95061], [-0.33304, -1.43921, -2.28104], [-2.62373, 0.53644, -1.48772], [-1.86332, 0.40953, -3.08129], [-1.08607, 2.21790, -1.92315], [0.95910, 1.85882, -2.86706], [0.65046, 0.10617, -2.54197], [1.68861, 2.20265, -0.57440], [2.67092, 0.92003, -1.36408], [1.76947, 0.58270, 1.14359], [0.18104, 2.31443, 2.79598], [-0.74283, 1.30315, 2.66375], [-1.83430, 1.71219, 3.34378], [-0.21496, 0.07926, 3.55277], [1.06018, -0.24122, 3.25942], [-0.96356, -1.03352, 3.27300], [-0.26827, 0.24738, 4.86272]], "nbo_charge": [1.606, -0.242, -0.249, -0.766, -0.260, -0.254, -0.761, -0.258, -0.249, -0.792, 0.202, 0.242, 0.239, 0.214, 0.424, 0.243, 0.218, 0.208, 0.224, 0.417, 0.244, 0.201, 0.218, 0.223, 0.436, -0.382, 0.105, -0.350, 0.893, -0.346, -0.351, -0.294]}